No. 1
DFT (ωB97M-V/def2-TZVPD) results for the molecule C7H4O.

Output
HOMO energy, eV: -9.13
E_tot, Eh: -344.20937
Energy above the lowest of the compared OMol25 structures with the same formula, charge and spin, kJ/mol: 47.7
Structure (SMILES): C#CC1=CC(=O)C=C1
E_LUMO, eV: -1.651

Each line ends with the natural charge from an NBO analysis.
Atoms and positions in Å:
O1 -2.09289 -0.42739 -1.85377  -0.4802
C1 1.86237 0.51003 2.65062  -0.1710
C2 -1.07937 0.20923 0.24418  -0.2767
C3 1.16645 -0.20781 -0.50141  -0.1346
C4 -1.09938 -0.24359 -1.10986  0.4763
C5 0.29899 -0.47937 -1.52283  -0.2691
C6 0.21936 0.20722 0.67085  -0.0847
C7 0.86273 0.57549 1.77654  -0.0332
H1 2.20906 -0.18838 -0.33771  0.2309
H2 0.44757 -1.00983 -2.46409  0.2358
H3 -1.90237 0.36111 0.92302  0.2393
H4 2.60201 0.82898 3.46045  0.2672

No. 2
DFT (ωB97M-V/def2-TZVPD) results for a cluster of 2 separate species, C5H10O in total.

Output
HOMO energy, eV: -8.17
E_tot, Eh: -271.58804
Energy above the lowest of the compared OMol25 structures with the same formula, charge and spin, kJ/mol: 432.1
E_LUMO, eV: 0.512

Each line ends with the natural charge from an NBO analysis.
Atoms and positions in Å:
O1 1.78357 -1.47676 -1.09871  -0.5076
C1 -1.21273 -1.04063 -0.91612  -0.7576
C2 -0.92755 1.55365 0.44005  -0.7413
C3 0.16722 0.88036 -0.32509  0.0733
C4 1.12278 0.15723 0.56984  -0.6607
C5 1.95719 -0.95865 -0.02534  0.4565
H1 -0.47836 2.51893 0.71948  0.2583
H2 -1.79190 1.79668 -0.18640  0.2309
H3 -0.50261 -0.18484 -1.16522  0.2240
H4 0.73752 -0.21353 1.54080  0.1994
H5 -0.89071 -1.82028 -1.60482  0.2397
H6 -2.22100 -0.68771 -1.13825  0.2150
H7 1.83528 0.95721 0.83456  0.2762
H8 -1.27262 1.07366 1.37145  0.1819
H9 2.76788 -1.31335 0.65081  0.1043
H10 -1.15176 -1.39407 0.11572  0.2076

No. 3
DFT (ωB97M-V/def2-TZVPD) results for a cluster of 3 separate species, C10H22N2O7P in total.

Output
Charge: +1
HOMO energy, eV: -11.97
E_tot, Eh: -1371.50896
E_LUMO, eV: -3.716

Each line ends with the natural charge from an NBO analysis.
Atoms and positions in Å:
P1 -3.68605 -2.54173 -2.14750  1.4237
O1 6.84705 1.68021 3.78413  -0.5634
O2 1.46313 3.58244 -0.78105  -0.5647
O3 6.55761 3.03737 2.00707  -0.4949
O4 4.91912 1.66291 2.62060  -0.5014
O5 -0.25712 3.74323 0.66255  -0.4839
O6 0.12672 1.81342 -0.37374  -0.5046
O7 -3.30304 -4.98249 0.43661  -0.7181
N1 -4.20651 -1.43186 -1.20752  -1.2252
N2 -4.44704 -4.12496 -1.69274  -0.8048
C1 -2.70793 -5.56450 -0.70283  -0.0953
C2 5.60208 3.05032 0.92539  0.0675
C3 6.18013 2.08663 2.89624  0.9680
C4 -1.81248 0.48143 0.21476  -0.6195
C5 5.48758 4.41889 0.30674  -0.6280
C6 -0.82471 1.52444 0.66980  0.0606
C7 -1.38834 2.90325 0.93478  -0.0939
C8 0.53842 3.10030 -0.22334  0.9691
C9 -3.59896 -5.33916 -1.92261  -0.2566
C10 4.36637 2.54945 1.63613  -0.0943
H1 -2.62592 -6.62969 -0.56163  0.2187
H2 -2.39827 0.83874 -0.63093  0.2147
H3 -2.49354 0.21093 1.01990  0.2278
H4 -0.26279 1.16649 1.53702  0.1868
H5 -2.75408 -4.24956 0.75574  0.4971
H6 -1.28134 -0.41461 -0.10832  0.2112
H7 6.46163 4.76413 -0.03591  0.2318
H8 -2.99295 -5.17077 -2.79924  0.2255
H9 3.83222 3.35218 2.14944  0.1834
H10 4.80553 4.39314 -0.54235  0.2306
H11 5.94044 2.32257 0.18245  0.1811
H12 3.67894 2.01358 0.98675  0.2011
H13 -5.30916 -4.19311 -2.23440  0.4509
H14 -2.34011 -2.88108 -1.99662  -0.0402
H15 -1.70899 -5.19883 -0.88143  0.1943
H16 -4.69239 -0.72465 -1.74853  0.4081
H17 -1.72889 3.04964 1.95561  0.2123
H18 -3.95863 -2.39023 -3.51062  -0.0069
H19 -4.72493 -4.03753 -0.70469  0.4863
H20 -2.19028 3.16490 0.24065  0.1839
H21 5.11690 5.14209 1.03314  0.2179
H22 -4.22938 -6.17789 -2.14950  0.2432

No. 4
DFT (ωB97M-V/def2-TZVPD) results for a structure of composition C33H51BN6S6Tc.

Output
Charge: +2
HOMO energy (spin up / spin down), eV: -12.87 / -13.47
E_tot, Eh: -4111.03206
Energy above the lowest of the compared OMol25 structures with the same formula, charge and spin, kJ/mol: 0.0
E_LUMO (spin up / spin down), eV: -5.873 / -7.268
Multiplicity: 4

Each line ends with the Löwdin spin population.
Atoms and positions in Å:
Tc1 -2.31911 -1.04278 1.65357  1.7801
S1 -1.99709 -3.06222 0.40067  0.0626
S2 -2.96379 0.27905 -0.33193  0.0313
S3 -3.24718 -2.24312 3.78397  0.0096
S4 -0.41129 -1.28378 3.09675  0.0326
S5 -2.83922 0.96913 2.90181  0.2740
S6 -4.74592 -1.15960 1.33767  0.2801
N1 0.03633 -0.74299 -2.04421  0.0033
N2 0.57041 1.78529 0.22054  0.0049
N3 -0.50549 1.01214 0.02395  0.0122
N4 1.99964 -0.72704 0.10018  0.0040
N5 0.96776 -0.80308 0.94427  0.0084
N6 -0.56964 -1.31638 -0.99436  0.0136
C1 2.32302 -1.27708 2.81111  0.0048
C2 1.05669 -1.09506 2.22458  0.0058
C3 -1.75610 2.68876 -1.05179  0.0032
C4 -0.39221 -0.51889 -5.47248  0.0002
C5 3.38525 -1.18223 1.96135  0.0010
C6 -6.86729 0.21291 2.28527  0.0099
C7 4.33191 -0.94041 -0.44340  0.0003
C8 5.69281 -1.10190 0.23294  -0.0001
C9 1.77741 -1.65631 -4.91471  0.0001
C10 0.67616 -0.72385 -4.38641  0.0002
C11 -1.65501 1.40688 -0.48115  0.0135
C12 3.19665 -0.93416 0.58005  0.0041
C13 -0.60848 -2.64975 -3.28877  0.0009
C14 -4.54519 1.04542 2.91607  0.1965
C15 4.08615 -2.13831 -1.38412  0.0004
C16 -0.65586 3.47902 -0.89704  0.0019
C17 -2.46258 -1.74146 5.32295  0.0043
C18 2.45253 -1.57648 4.27641  0.0002
C19 2.21123 4.48239 -1.26430  0.0000
C20 -1.91148 -4.55923 -2.27983  0.0008
C21 -5.13839 2.20128 3.68419  0.0176
C22 -3.01623 3.13058 -1.73356  -0.0002
C23 4.32106 0.36627 -1.25554  0.0003
C24 -5.36009 0.11847 2.26251  0.1745
C25 2.78674 3.22210 0.82292  0.0001
C26 1.15775 5.11643 0.93432  0.0001
C27 -2.68150 -3.95221 3.68374  0.0048
C28 0.01680 -1.38088 -3.18323  0.0036
C29 1.29013 0.62744 -4.00735  0.0001
C30 1.67079 3.94922 0.07121  0.0001
C31 0.49561 3.02010 -0.20257  0.0023
C32 -1.22211 -3.22535 -2.21909  0.0054
C33 -1.20127 -2.48178 -1.02118  0.0150
B1 -0.44017 -0.50533 0.34631  -0.0146
H1 -1.39504 -5.29155 -1.65305  0.0001
H2 3.49831 -1.68161 4.55843  -0.0001
H3 -1.59290 -3.98456 3.62932  0.0004
H4 2.28590 -1.17479 -5.75380  0.0000
H5 -2.99847 -2.25436 6.11977  -0.0007
H6 -2.93554 -4.48502 -1.90793  0.0004
H7 2.00434 -0.78067 4.87946  0.0000
H8 4.11961 -3.08566 -0.83497  0.0000
H9 5.79019 -2.06251 0.74892  0.0000
H10 -3.11966 -4.40047 2.79310  0.0001
H11 -7.21803 1.01546 2.93144  -0.0004
H12 -3.04113 -4.47963 4.56620  0.0002
H13 4.77341 1.18331 -0.68497  0.0000
H14 -2.58418 -0.66478 5.42481  0.0037
H15 3.17751 2.38372 0.23903  0.0000
H16 -1.40959 -2.00681 5.34160  -0.0002
H17 4.90542 0.23582 -2.17009  0.0000
H18 -1.18436 0.15243 -5.12469  0.0000
H19 3.30457 0.65546 -1.53352  0.0000
H20 -0.85256 -1.45987 -5.79026  0.0000
H21 -1.93251 -4.93462 -3.30008  0.0000
H22 -5.77699 2.80878 3.03774  0.0069
H23 -3.22230 2.50859 -2.60929  -0.0001
H24 0.07202 -0.06722 -6.35319  0.0000
H25 0.51893 1.34358 -3.70146  0.0000
H26 5.89612 -0.29343 0.94320  0.0000
H27 3.60219 3.92357 1.01426  0.0000
H28 3.10858 -2.05174 -1.86823  0.0001
H29 0.74538 4.75343 1.88111  0.0000
H30 -2.94097 4.16681 -2.05541  0.0000
H31 -4.36192 2.83858 4.09864  0.0005
H32 2.00116 0.52510 -3.18114  0.0000
H33 1.47693 5.09899 -1.79344  0.0000
H34 -3.87245 3.02897 -1.06096  -0.0001
H35 1.92999 -2.50488 4.52591  0.0001
H36 -5.75831 1.83790 4.50717  0.0068
H37 0.38651 5.70069 0.42207  0.0000
H38 1.37288 -2.60661 -5.27716  0.0000
H39 2.52455 -1.87175 -4.14407  0.0000
H40 3.08798 5.10844 -1.07718  0.0000
H41 1.98637 5.79176 1.16215  0.0000
H42 -0.61941 -3.15936 -4.24585  -0.0001
H43 1.81631 1.03849 -4.87259  0.0000
H44 4.85912 -2.16713 -2.15669  0.0001
H45 4.38744 -1.31069 2.35225  -0.0001
H46 6.47080 -1.06574 -0.53248  0.0000
H47 2.51495 3.66233 -1.92454  0.0000
H48 -7.25106 0.39094 1.27783  0.0047
H49 -0.67265 4.49404 -1.28612  0.0000
H50 -7.30233 -0.72561 2.63343  0.0038
H51 2.43472 2.83265 1.78307  0.0000

No. 5
DFT (ωB97M-V/def2-TZVPD) results for a structure of composition C32H40AlN8O2.

Output
Charge: +1
HOMO energy, eV: -11.10
E_tot, Eh: -2074.22629
Energy above the lowest of the compared OMol25 structures with the same formula, charge and spin, kJ/mol: 123.8
E_LUMO, eV: -3.465

Each line ends with the Mulliken charge.
Atoms and positions in Å:
Al1 11.35977 9.42220 8.32074  -1.7749
O1 8.00861 8.39827 10.05869  -0.6006
O2 14.93234 9.04846 10.07010  -0.6307
N1 10.52871 12.85971 6.14444  -0.7427
N2 11.14572 13.09817 7.28716  1.0470
N3 11.46732 8.85328 10.17178  0.7343
N4 11.55822 12.05744 7.97799  -0.4568
N5 13.17916 9.21822 8.48141  0.7885
N6 11.40436 14.33132 7.78251  -1.0542
N7 11.23411 11.06249 7.21173  1.9630
N8 9.59505 8.99784 8.49120  0.7805
C1 14.20546 9.07184 7.42783  0.0603
C2 15.57972 7.61488 6.10643  -0.7302
C3 16.46020 8.66613 5.79905  -1.6035
C4 8.58747 9.36005 7.62312  -1.0244
C5 14.01670 5.94303 8.73211  -1.5527
C6 16.28101 12.07184 8.25874  -1.5270
C7 6.75898 11.23490 10.02904  -1.5832
C8 8.17439 12.82432 8.73122  -1.2083
C9 12.65175 8.76070 10.72806  0.9621
C10 15.12220 10.10626 7.21218  0.7724
C11 13.58545 6.52491 7.34809  1.7771
C12 13.62204 5.38642 6.37771  -2.0469
C13 14.36505 12.36207 6.53862  -1.3646
C14 10.80519 7.96831 5.74718  -0.2888
C15 9.46615 7.44443 6.30234  0.7809
C16 7.80911 10.48791 7.82576  0.9487
C17 12.75828 8.26046 11.98662  -0.8719
C18 6.87186 10.80310 6.88906  -0.6099
C19 13.74824 9.03994 9.75955  0.0445
C20 7.58140 8.97907 5.49236  -0.5624
C21 10.31936 8.45773 10.67774  0.7721
C22 6.75439 10.05454 5.73977  -1.5109
C23 14.47182 7.75739 6.93194  0.6773
C24 14.94990 11.51359 7.71298  0.7608
C25 9.14875 8.58173 9.71370  0.0209
C26 16.22331 9.90082 6.33468  -0.6358
C27 9.00623 6.23516 5.50737  -1.8609
C28 10.59063 11.53384 6.11877  -0.6736
C29 11.57028 7.90935 12.63172  -0.5225
C30 8.47582 8.55053 6.46126  0.6910
C31 7.98210 11.33732 9.05354  1.1705
C32 10.33868 7.97933 11.96840  -0.8471
H1 16.57451 11.42742 9.13006  0.3274
H2 9.84883 5.60059 5.28483  0.4265
H3 17.00830 12.05706 7.49598  0.3239
H4 11.61930 7.56405 13.64322  0.4793
H5 8.17207 5.71522 5.92131  0.3911
H6 10.82332 8.40938 4.70974  0.3769
H7 16.90071 10.73388 6.16749  0.3087
H8 6.58299 10.20250 10.43814  0.2927
H9 17.26774 8.46625 5.13139  0.4351
H10 15.19006 12.57996 5.83753  0.4938
H11 11.22971 8.76135 6.43774  -0.0596
H12 14.21748 11.46606 8.51484  0.2533
H13 13.58593 11.80971 5.93189  0.1021
H14 7.33019 13.38992 8.23142  0.2578
H15 5.80471 11.61222 9.59389  0.3322
H16 14.18458 6.65393 9.52171  0.2090
H17 6.18043 11.60932 6.99356  0.4608
H18 16.20482 13.12689 8.58514  0.4242
H19 8.39425 13.38624 9.65861  0.4807
H20 8.87299 10.97950 9.58983  0.0824
H21 8.97455 12.92056 8.02491  0.1585
H22 11.58990 7.24169 5.73601  -0.1314
H23 6.91964 11.90024 10.90056  0.4515
H24 6.04488 10.27136 4.95157  0.3979
H25 8.69471 6.63702 4.56618  0.4443
H26 12.99341 4.60157 6.81873  0.4354
H27 9.68569 7.07271 7.31926  0.2450
H28 14.01641 13.31097 6.89762  0.3977
H29 10.61636 14.66261 8.34831  0.2376
H30 13.21543 5.21619 9.09923  0.3770
H31 7.48952 8.35153 4.57923  0.3078
H32 13.21114 5.59974 5.34587  0.2670
H33 9.41771 7.68930 12.40323  0.6499
H34 11.49306 14.95168 6.98684  0.3233
H35 14.86379 5.32670 8.59957  0.4877
H36 12.59581 6.95209 7.50280  -0.9523
H37 10.13281 10.87372 5.36918  0.4606
H38 14.61054 5.00951 6.27902  0.5593
H39 15.75985 6.71736 5.59969  0.4574
H40 13.69796 8.28218 12.54090  0.5602

No. 6
DFT (ωB97M-V/def2-TZVPD) results for a structure of composition C19H31F7LiN4O3P.

Output
Charge: +1
HOMO energy (spin up / spin down), eV: -13.88 / -13.74
E_tot, Eh: -2235.14101
Energy above the lowest of the compared OMol25 structures with the same formula, charge and spin, kJ/mol: 0.0
E_LUMO (spin up / spin down), eV: -1.667 / -10.483
Multiplicity: 2

Each line ends with the natural charge from an NBO analysis.
Atoms and positions in Å:
P1 -0.01701 -3.22777 2.93904  2.5575
F1 -1.39462 -2.73049 3.75917  -0.5076
F2 -0.73448 -4.51709 2.34488  -0.5033
F3 0.93857 4.05856 1.29038  -0.3437
F4 1.36278 -3.63302 2.16056  -0.5184
F5 0.48708 -4.17449 4.19017  -0.3524
F6 -0.47507 -2.13895 1.75843  -0.4890
F7 0.74184 -2.01023 3.71402  -0.3859
O1 -1.44168 1.09743 2.05725  -0.6038
O2 -1.26713 3.20177 1.21907  -0.4867
O3 -0.60991 2.77808 3.25053  -0.4737
N1 1.01186 0.38694 0.15695  -0.4418
N2 -1.45535 0.72811 -1.40225  -0.3991
N3 -0.23146 -2.03170 -1.24269  -0.4198
N4 -2.98843 -1.29332 0.37068  -0.3374
C1 -1.27291 0.75843 -4.83728  -0.3943
C2 2.76430 -3.41783 -2.54494  -0.3747
C3 0.73897 -2.03042 -1.88329  0.3753
C4 -0.48483 4.18272 3.21155  -0.1260
C5 -0.34992 4.29520 1.69930  0.4351
C6 1.97811 1.02501 0.27998  0.3819
C7 -3.59167 -0.29304 4.43474  -0.6223
C8 -2.00373 1.55256 -3.81964  -0.5220
C9 -1.74785 1.09785 -2.44644  0.3725
C10 3.22778 1.81675 0.43210  -0.5045
C11 -4.43943 -1.88165 2.54984  -0.5114
C12 0.18455 1.09082 -5.00641  -0.6055
C13 3.81724 1.64883 -1.99643  -0.6210
C14 -3.57606 -1.52922 1.35396  0.4178
C15 2.04626 -2.03593 -2.61795  -0.5137
C16 -4.79137 -0.75691 3.57653  -0.3821
C17 -1.13239 2.25003 2.17661  0.9903
C18 3.29331 -3.79613 -1.13644  -0.6182
C19 3.59189 2.54212 -0.83675  -0.3901
Li1 -0.89243 -0.56260 0.21323  0.8337
H1 -1.72831 0.64818 -5.82143  0.2287
H2 -1.39653 4.68834 3.52974  0.2108
H3 2.61567 -1.28624 -2.06855  0.2441
H4 3.91039 -4.69361 -1.17936  0.2277
H5 3.98901 1.03930 0.49700  0.2477
H6 4.50467 3.09845 -0.62363  0.2229
H7 -3.05343 1.39266 -4.06594  0.2662
H8 2.90847 1.18867 -2.38438  0.2077
H9 -0.60633 5.26756 1.27875  0.1871
H10 3.88977 -3.02491 -0.64903  0.2065
H11 3.08632 2.27311 1.41180  0.2671
H12 -5.29609 -2.38969 2.10697  0.2769
H13 0.68801 0.51083 -5.77986  0.2249
H14 -5.51409 -1.26310 4.21650  0.2228
H15 -5.28781 0.10185 3.12467  0.2248
H16 -3.94882 0.22472 5.32495  0.2217
H17 4.61546 0.92211 -1.84541  0.2145
H18 0.38477 4.58305 3.73273  0.2334
H19 2.42571 -4.03593 -0.52174  0.2187
H20 4.11720 2.32403 -2.79782  0.2329
H21 -1.82019 2.61352 -3.98932  0.2509
H22 0.74601 0.89397 -4.09311  0.1968
H23 -3.04426 -1.15500 4.81616  0.2190
H24 2.05339 -1.67275 -3.64565  0.2574
H25 -3.98290 -2.75696 3.01191  0.2872
H26 -1.35542 -0.27677 -4.50614  0.2085
H27 0.20657 2.16033 -5.21563  0.2050
H28 3.59156 -3.34344 -3.25078  0.2123
H29 2.83377 3.30635 -1.00798  0.2155
H30 -2.86450 0.35644 3.94739  0.2288
H31 2.04497 -4.14521 -2.92122  0.2158

No. 7
DFT (ωB97M-V/def2-TZVPD) results for a structure of composition C2H2FLaO.

Output
Charge: +3
HOMO energy (spin up / spin down), eV: -22.95 / -26.29
E_tot, Eh: -282.81885
Energy above the lowest of the compared OMol25 structures with the same formula, charge and spin, kJ/mol: 0.0
E_LUMO (spin up / spin down), eV: -15.106 / -15.105
Multiplicity: 2

Each line ends with the Löwdin spin population.
Atoms and positions in Å:
La1 -0.24497 2.67343 3.17855  0.0024
F1 -0.11110 1.34307 1.44191  0.0157
O1 0.26675 -2.61676 -0.28030  0.1871
C1 0.01681 -0.22679 -0.95938  0.5974
C2 0.13472 -1.59689 -0.75534  0.1544
H1 -0.96326 0.13716 -1.27921  0.0214
H2 0.90104 0.28678 -1.34623  0.0215